Entry 1:
{"formula": "C4H12NO2", "method": "wB97M-V/def2-TZVPD", "symbols": ["O", "O", "N", "C", "C", "C", "C", "H", "H", "H", "H", "H", "H", "H", "H", "H", "H", "H", "H"], "positions_angstrom": [[-2.06899, -1.77274, 0.82121], [-2.10990, 1.40407, -0.89475], [0.27418, 0.62532, 0.37720], [1.22220, -0.17927, -0.37170], [2.50379, -0.51058, 0.29147], [0.86453, -0.45689, -1.61527], [0.41137, 0.95151, 1.61112], [-2.70216, 1.23593, -1.63999], [-0.45119, 1.21974, 2.18753], [-2.62906, -2.34520, 0.28146], [1.38653, 0.97449, 2.08297], [-0.05214, -0.03392, -2.00386], [-1.51312, -1.37339, 0.14290], [-1.62734, 2.21272, -1.10694], [-0.68832, 0.71016, 0.00788], [3.13958, -1.09973, -0.35974], [1.43219, -1.15518, -2.21794], [2.36840, -1.15120, 1.17244], [3.05058, 0.36955, 0.62670]], "lumo_energy_ev": -5.133, "relative_energy_ev": 2.193, "total_energy_ev": -9920.037, "e_homo_ev": -14.60, "total_charge": 1, "gap_ev": 9.5}

Entry 2:
{"formula": "C4H3N3", "method": "wB97M-V/def2-TZVPD", "symbols": ["N", "N", "N", "C", "C", "C", "C", "H", "H", "H"], "positions_angstrom": [[0.83961, 0.29429, -2.34420], [-0.77275, -1.77308, -0.55255], [0.22913, 2.66034, 0.32328], [-0.27199, -1.07049, 0.27173], [-0.08972, -0.00758, 1.11836], [0.57997, 0.79059, -1.33624], [0.28591, 1.56447, -0.08981], [-0.94976, 0.30171, 1.70198], [-0.69437, -2.75596, -0.75903], [0.84397, -0.00429, 1.66647]], "lumo_energy_ev": [-0.274, -0.275], "relative_energy_ev": 4.143, "total_energy_ev": -8662.268, "e_homo_ev": [-8.74, -8.74], "total_charge": 0, "gap_ev": [8.5, 8.5]}

Entry 3:
{"formula": "C3H3ClN2OS", "method": "wB97M-V/def2-TZVPD", "symbols": ["Cl", "S", "O", "N", "N", "C", "C", "C", "H", "H", "H"], "positions_angstrom": [[-0.28872, -2.83383, -1.33716], [-1.64212, -1.79373, 0.03487], [-1.75664, -2.52042, 1.29057], [0.94558, 1.70439, 0.41243], [-0.02953, 0.12816, -0.69991], [-0.51898, -0.41772, 0.35368], [0.76429, 1.27753, -0.78095], [0.85685, 1.40851, 1.59768], [0.20398, 1.90720, 2.25343], [-0.01513, -0.42895, -1.54054], [1.48041, 1.56886, -1.58410]], "lumo_energy_ev": -0.958, "relative_energy_ev": 5.215, "total_energy_ev": -31539.319, "e_homo_ev": -8.74, "total_charge": 0, "gap_ev": 7.8}

Entry 4:
{"formula": "C3H13NO2S", "method": "wB97M-V/def2-TZVPD", "symbols": ["S", "O", "O", "N", "C", "C", "C", "H", "H", "H", "H", "H", "H", "H", "H", "H", "H", "H", "H", "H"], "positions_angstrom": [[0.03771, -1.81416, 1.85033], [0.04182, 2.49351, 2.58303], [-2.23338, -1.03620, -3.01588], [0.69992, 0.57558, -1.44486], [-0.30266, -0.70302, 0.36866], [1.33237, 1.73440, -1.98641], [0.85550, 0.19304, 0.01941], [2.36648, 1.97576, -1.69113], [-1.59083, -1.70717, -2.55748], [1.90468, -0.27103, 0.21153], [0.75021, 2.64354, -2.04474], [1.56261, 1.61553, -3.18454], [0.00455, 2.92232, 1.67602], [0.28154, -2.96754, 1.41049], [-0.63586, -1.45147, -0.42686], [-1.03058, -0.00336, 0.77536], [-2.86228, -0.72078, -2.41594], [1.02181, 1.17947, 0.64139], [-0.29237, 0.55663, -1.64212], [-0.76160, 2.22070, 2.80961]], "lumo_energy_ev": 0.448, "relative_energy_ev": 2.645, "total_energy_ev": -19739.798, "smiles": "CNCCS.O.O", "e_homo_ev": -8.64, "total_charge": 0, "gap_ev": 9.1}

Entry 5:
{"formula": "C51H69BrN14O3PS", "method": "wB97M-V/def2-TZVPD", "symbols": ["Br", "S", "P", "O", "O", "O", "N", "N", "N", "N", "N", "N", "N", "N", "N", "N", "N", "N", "N", "N", "C", "C", "C", "C", "C", "C", "C", "C", "C", "C", "C", "C", "C", "C", "C", "C", "C", "C", "C", "C", "C", "C", "C", "C", "C", "C", "C", "C", "C", "C", "C", "C", "C", "C", "C", "C", "C", "C", "C", "C", "C", "C", "C", "C", "C", "C", "C", "C", "C", "C", "C", "H", "H", "H", "H", "H", "H", "H", "H", "H", "H", "H", "H", "H", "H", "H", "H", "H", "H", "H", "H", "H", "H", "H", "H", "H", "H", "H", "H", "H", "H", "H", "H", "H", "H", "H", "H", "H", "H", "H", "H", "H", "H", "H", "H", "H", "H", "H", "H", "H", "H", "H", "H", "H", "H", "H", "H", "H", "H", "H", "H", "H", "H", "H", "H", "H", "H", "H", "H", "H"], "positions_angstrom": [[5.77947, 0.74338, 0.26551], [5.39576, -1.46755, 4.99155], [-0.02887, 2.12647, -1.05626], [6.00360, -1.92108, 6.31523], [6.42160, -1.71920, 3.90297], [5.13186, 0.19411, 5.16374], [-9.76366, 8.28870, -3.33819], [0.20425, -0.84360, -9.44547], [1.66419, -10.33208, -3.01837], [-3.17193, 2.01889, -5.20350], [-7.08130, -0.44704, -7.45456], [2.47684, 1.35978, 8.56995], [5.66889, 5.50317, -0.76295], [4.09211, -3.73098, 9.33007], [-0.84543, 3.05703, -0.03085], [-6.76012, 4.54605, -5.14069], [1.44013, 0.53169, 0.76768], [-1.05401, 1.92947, 11.39189], [2.96662, 1.69437, -0.72345], [3.34590, -7.51130, 0.88039], [-3.03538, 2.40299, 12.27204], [5.81745, -4.96631, 9.97822], [-6.72584, 3.72257, -6.23579], [3.68672, 5.99800, 0.10350], [4.79808, 6.52782, -0.50504], [-7.31924, -0.19433, -8.77998], [1.23410, -0.61751, -10.31969], [5.36344, -6.81902, 1.49307], [-2.09740, 2.11142, -4.36142], [2.75799, -10.46424, -3.83124], [-1.58456, 0.74442, 11.82745], [-1.45396, 1.09007, -6.25736], [1.59404, 1.44941, -0.33566], [4.51676, -4.63417, 10.26867], [1.53411, 2.34716, 8.67411], [5.10602, -3.48929, 8.43835], [-9.14294, -1.15038, -7.87761], [0.44566, 1.97670, 7.92007], [2.81592, 0.19597, 1.11423], [3.81282, -9.82074, -3.23105], [3.70232, -3.14793, 3.30819], [3.33982, -9.28514, -2.00785], [2.99567, -0.78631, 2.36081], [-8.96938, 9.05427, -5.26361], [2.01102, -9.61887, -1.90181], [3.89666, 4.60219, 0.22273], [3.82371, 0.90258, 0.18955], [6.19098, -4.24085, 8.81908], [-6.48615, 4.49942, -7.34290], [5.13088, 4.32574, -0.31858], [1.90859, -2.08823, -8.75903], [-10.19546, 9.58315, -3.45469], [3.54430, -6.29763, 0.27827], [0.74063, 0.71695, 7.34478], [-8.18685, -1.03492, -6.89848], [-6.55326, 5.84016, -5.53915], [-2.81616, 1.00735, 12.37598], [2.30689, -1.37433, -9.91615], [-1.93001, 2.94654, 11.66404], [-8.59289, -0.61808, -9.06994], [0.60587, -1.74341, -8.49342], [3.84166, -2.11650, 2.05430], [4.44777, -7.83406, 1.62704], [4.79080, -5.84481, 0.63844], [-2.78744, 1.40218, -6.36398], [-9.01080, 7.96004, -4.43443], [-9.71977, 10.08315, -4.64232], [-1.01622, 1.53915, -4.98805], [1.99955, 0.35957, 7.76558], [3.83999, -2.44418, 4.74539], [-6.37625, 5.84137, -6.90140], [1.71873, 3.22674, 9.27278], [-0.46215, 2.54914, 7.79801], [-8.57321, 6.97934, -4.52996], [-0.15866, 2.03640, 10.94206], [4.40495, -4.05927, 3.19983], [3.36547, -2.67877, 1.15934], [-6.22689, -0.23464, -6.96569], [-0.78898, 0.95763, -1.46150], [6.56696, 5.60094, -1.20977], [2.69119, -11.00212, -4.76487], [-6.18973, 6.71209, -7.51264], [0.74748, -10.70253, -3.21116], [-1.04186, -0.18136, 11.70864], [2.59579, -0.51826, 7.56133], [1.94609, -1.13275, 2.70933], [5.24055, -4.91457, 0.32192], [-9.07539, -0.55282, -10.03409], [1.28379, -9.41012, -1.13103], [-9.96728, 7.67461, -2.56636], [3.78563, -3.24920, 5.57385], [-9.89242, 11.07962, -5.02176], [5.67015, 3.39538, -0.42629], [3.17750, -3.31072, 9.29961], [-6.91442, 4.24659, -4.19133], [3.43448, -0.18813, 3.23035], [3.29024, 2.32976, -1.47466], [-0.98780, 4.00073, -0.44588], [3.38076, 1.36740, 9.01642], [-6.40019, 4.14149, -8.35847], [4.81443, -9.74512, -3.62806], [-1.69241, 3.96636, 11.40085], [2.62589, -3.57934, 3.26245], [3.85900, -4.96039, 11.06038], [-3.49453, 1.23793, -7.16323], [4.96939, -2.80306, 7.61137], [-0.70637, -0.41585, -9.49530], [4.48566, -8.75661, 2.18641], [-4.10154, 2.35349, -5.00195], [-3.90488, 2.94983, 12.60615], [-3.48504, 0.27583, 12.80527], [4.93362, -1.90916, 1.79024], [0.27638, 2.82828, -2.28940], [-2.19438, 2.57439, -3.39013], [0.10286, 0.13496, 6.69530], [0.60599, 0.16458, 1.24420], [-6.87349, 2.65744, -6.13215], [-8.19783, -1.31798, -5.85664], [6.33705, -6.78151, 1.95943], [6.43237, -5.65591, 10.53784], [2.51808, -8.07829, 0.78886], [2.78441, -5.86285, -0.35383], [2.50842, -2.77876, -8.18431], [-0.85915, 0.59399, -7.01056], [3.22115, 3.87996, 0.65713], [-8.45485, 9.10849, -6.21192], [3.90835, -8.71908, -1.28492], [5.04325, 7.54319, -0.77744], [4.28956, 0.37053, 5.65131], [1.11524, 0.06175, -11.15032], [2.81948, 6.55385, 0.42825], [2.92046, -1.76432, 4.92714], [-10.80326, 10.03499, -2.68526], [-0.06809, -2.05864, -7.71079], [-6.54818, 6.64553, -4.82089], [-10.12891, -1.57250, -7.75012], [7.14750, -4.26654, 8.31792], [-6.56400, 0.26507, -9.39997], [3.27129, -1.41105, -10.40112], [-0.01980, 1.45457, -4.57818]], "lumo_energy_ev": -4.173, "total_energy_ev": -171161.182, "e_homo_ev": -9.36, "total_charge": 1, "gap_ev": 5.2}

What did the fourth record say?
{"formula": "C3H13NO2S", "method": "wB97M-V/def2-TZVPD", "symbols": ["S", "O", "O", "N", "C", "C", "C", "H", "H", "H", "H", "H", "H", "H", "H", "H", "H", "H", "H", "H"], "positions_angstrom": [[0.03771, -1.81416, 1.85033], [0.04182, 2.49351, 2.58303], [-2.23338, -1.03620, -3.01588], [0.69992, 0.57558, -1.44486], [-0.30266, -0.70302, 0.36866], [1.33237, 1.73440, -1.98641], [0.85550, 0.19304, 0.01941], [2.36648, 1.97576, -1.69113], [-1.59083, -1.70717, -2.55748], [1.90468, -0.27103, 0.21153], [0.75021, 2.64354, -2.04474], [1.56261, 1.61553, -3.18454], [0.00455, 2.92232, 1.67602], [0.28154, -2.96754, 1.41049], [-0.63586, -1.45147, -0.42686], [-1.03058, -0.00336, 0.77536], [-2.86228, -0.72078, -2.41594], [1.02181, 1.17947, 0.64139], [-0.29237, 0.55663, -1.64212], [-0.76160, 2.22070, 2.80961]], "lumo_energy_ev": 0.448, "relative_energy_ev": 2.645, "total_energy_ev": -19739.798, "smiles": "CNCCS.O.O", "e_homo_ev": -8.64, "total_charge": 0, "gap_ev": 9.1}